Entry from OMol25: a structure of composition C31H30Cl2N5O3Pd (ωB97M-V with the def2-TZVPD basis set).

Element x y z (Å)
Pd: -0.1031 0.6535 -0.1808
C: 2.4052 2.9740 2.8549
C: 1.3585 2.6025 2.0016
N: 1.5174 1.7711 0.9927
C: 2.7424 1.2373 0.7775
C: 3.8512 1.5566 1.5700
C: 3.6528 2.4537 2.6345
C: 5.1265 0.9589 1.2843
C: 5.2702 0.0809 0.2702
C: 4.1477 -0.2909 -0.5440
C: 4.2301 -1.2404 -1.5789
C: 3.1033 -1.5793 -2.2822
C: 1.8874 -0.9677 -1.9480
N: 1.7998 -0.0646 -0.9949
C: 2.8967 0.2801 -0.2930
H: 2.2146 3.6583 3.6681
H: 0.3638 3.0004 2.1501
H: 4.4857 2.7192 3.2707
H: 5.9704 1.2305 1.9031
H: 6.2316 -0.3650 0.0585
H: 5.1823 -1.7031 -1.8017
H: 3.1325 -2.3123 -3.0746
H: 0.9611 -1.2274 -2.4489
C: -3.5939 3.1733 -1.2977
N: -2.1505 3.3525 -1.2037
C: -1.6588 3.5902 0.1383
C: -1.3073 2.7664 -2.0972
O: -0.2524 2.1888 -1.7418
N: -1.6214 2.8598 -3.4065
C: -0.8880 2.0672 -4.3780
C: -2.4366 3.9283 -3.9522
H: -3.9181 2.4731 -0.5243
H: -3.8642 2.7597 -2.2653
H: -4.1102 4.1253 -1.1612
H: -2.2422 4.4012 0.5751
H: -0.6145 3.8958 0.0927
H: -1.7675 2.7016 0.7765
H: -0.4181 1.2245 -3.8804
H: -0.1160 2.6666 -4.8672
H: -1.5812 1.7015 -5.1367
H: -2.6377 4.6739 -3.1881
H: -3.3826 3.5528 -4.3456
H: -1.8904 4.4032 -4.7686
Cl: 0.1841 -5.7011 -0.5854
C: 0.9655 -4.4279 0.2967
C: 2.3357 -4.4792 0.4727
C: 2.9842 -3.4778 1.1791
C: 2.2527 -2.4083 1.6684
C: 0.8879 -2.3615 1.4527
Cl: 0.0281 -0.9235 1.9463
C: 0.1822 -3.3748 0.7965
N: -1.1729 -3.3145 0.5845
C: -2.1191 -2.9800 1.5901
C: -1.9379 -3.4053 2.8976
C: -2.8634 -3.0686 3.8723
C: -3.9829 -2.3255 3.5338
C: -4.1620 -1.9075 2.2237
C: -3.2348 -2.2162 1.2393
C: -3.3740 -1.6717 -0.1603
C: -2.3043 -0.6273 -0.3700
O: -2.3243 0.4365 0.3058
O: -1.3423 -0.8701 -1.1546
H: 2.8832 -5.3182 0.0726
H: 4.0496 -3.5299 1.3444
H: 2.7328 -1.6031 2.2057
H: -1.5094 -3.9255 -0.1468
H: -1.0715 -4.0053 3.1454
H: -2.7168 -3.4012 4.8892
H: -4.7137 -2.0695 4.2864
H: -5.0267 -1.3138 1.9617
H: -4.3550 -1.2137 -0.2878
H: -3.2512 -2.4476 -0.9171

Orbital gap (alpha / beta): 7.18 / 7.07 eV
ΔE to the lowest compared entry with this formula, charge and spin: 0.000 eV
Spin multiplicity: 3
Total charge: +1
Electronic energy: -74748.6323 eV
Expectation value of S²: 2.005